# C3H2N2OS

One molecule with the formula C3H2N2OS (the ωB97M-V functional and the def2-TZVPD basis, OMol25).

Each atom is followed by the atoms it is bonded to, with distances in Å.
Cartesian coordinates (Å):
1 C -1.425 -0.657 0.209  C2 1.547, H4 1.237, S9 1.696
2 C 0.025 -0.217 -0.105  C1 1.547, C3 1.383, N7 1.396
3 C 0.573 1.043 0.055  C2 1.383, H5 1.223, O8 1.425
4 H -1.642 -1.676 0.876  C1 1.237
5 H 0.161 2.193 0.104  C3 1.223
6 N 2.119 -0.528 -0.312  N7 1.286, O8 1.369
7 N 1.011 -1.181 -0.327  C2 1.396, N6 1.286
8 O 1.964 0.824 -0.169  C3 1.425, N6 1.369
9 S -2.785 0.200 -0.331  C1 1.696

## Properties
* strongest force on any atom: 3.78 eV/A
* E: -698.3186 Ha
* orbital gap: 8.135 eV
* 2S+1: 1
* SMILES: S=Cc1conn1
* ΔE to the lowest compared entry with this formula, charge and spin: 76.9 kcal per mole